C4H6N2O2 | ωB97M-V with the def2-TZVPD basis set

Properties
ΔE to the lowest compared entry with this formula, charge and spin: 6.343 eV
Lowest unoccupied orbital energy: 0.8428 eV
SMILES string: [H]/N=C\N1C=COCO1
Orbital gap: 10.24 eV

Last column: natural (NBO) charge in e.
Positions of all 14 atoms, in Å:
H: 2.00171 -1.19080 0.58563  0.355
N: 2.41426 -0.50461 -0.29623  -0.603
C: 1.64632 0.43845 -0.21664  0.203
N: 0.60292 0.57178 0.77708  -0.150
C: -0.64111 1.17849 0.16089  -0.191
C: -1.77017 0.57646 -0.07513  0.088
O: -1.88036 -0.71847 -0.11353  -0.453
C: -0.62637 -1.21315 -0.12092  0.161
O: 0.23329 -0.77882 0.86124  -0.409
H: 1.87839 1.39492 -0.79496  0.170
H: -0.28213 2.26747 0.18079  0.232
H: -2.63311 1.12233 -0.19562  0.204
H: -0.05784 -1.04783 -1.13007  0.177
H: -0.88580 -2.09622 0.37747  0.213

Forces on atoms 1 to 2 (eV/Å):
1.740 1.684 -3.282
0.381 -4.425 2.897